[1]
Density functional theory data (ωB97M-V with the def2-TZVPD basis set) for 7 unconnected molecules or ions with the total composition C36H92F6N6O4P at a distorted geometry.

XYZ file:
```
145
Properties=species:S:1:pos:R:3:mulliken_charge:R:1
P 0.79 -1.52 0.73 1.167
F 0.03 -0.12 0.78 -0.348
F 1.94 -1.00 1.66 -0.338
F 0.02 -2.15 2.00 -0.342
F 1.60 -2.95 0.63 -0.395
F -0.35 -1.99 -0.38 -0.380
F 1.70 -1.10 -0.56 -0.366
C -3.69 -6.22 2.49 -1.361
C -3.21 -6.88 1.16 -0.335
C -1.83 -7.53 1.16 -0.826
N -1.46 -8.50 0.04 0.242
C -2.19 -9.88 0.08 -0.948
C 0.06 -8.73 0.16 -0.577
C 0.80 -8.08 -0.94 -0.466
C -0.25 -8.23 -2.04 -0.665
C -1.53 -7.85 -1.37 -0.585
H -3.77 -7.00 3.24 0.364
H -4.67 -5.73 2.47 0.375
H -2.98 -5.56 2.99 0.333
H -3.28 -6.09 0.41 0.353
H -3.98 -7.57 0.81 0.301
H -1.63 -8.01 2.12 0.423
H -1.05 -6.78 1.02 0.486
H -1.94 -10.20 1.09 0.410
H -1.72 -10.51 -0.68 0.395
H -3.27 -9.74 0.13 0.326
H 0.20 -9.81 0.24 0.381
H 0.55 -8.39 1.07 0.286
H 1.78 -8.52 -1.12 0.364
H 0.96 -7.01 -0.80 0.290
H -0.39 -9.24 -2.43 0.328
H -0.02 -7.58 -2.88 0.397
H -2.46 -8.23 -1.81 0.316
H -1.63 -6.79 -1.14 0.398
C -5.30 5.40 8.79 -1.419
C -5.15 4.78 7.43 -0.044
C -6.36 3.79 7.07 -0.759
N -6.10 3.15 5.61 0.227
C -6.23 4.22 4.52 -0.940
C -7.16 2.04 5.39 -0.695
C -6.51 0.95 4.45 -0.511
C -5.01 1.26 4.36 -0.772
C -4.79 2.27 5.53 -0.665
H -5.50 4.71 9.60 0.377
H -5.95 6.27 8.83 0.373
H -4.33 5.84 8.99 0.378
H -4.30 4.09 7.38 0.306
H -5.07 5.63 6.76 0.196
H -7.28 4.39 7.04 0.378
H -6.51 2.98 7.78 0.423
H -5.43 4.95 4.65 0.319
H -7.20 4.71 4.50 0.345
H -6.15 3.75 3.54 0.410
H -8.10 2.42 4.98 0.417
H -7.56 1.65 6.33 0.389
H -6.82 0.88 3.40 0.285
H -6.56 -0.03 4.93 0.374
H -4.70 1.75 3.45 0.345
H -4.49 0.31 4.50 0.394
H -3.85 2.80 5.38 0.415
H -4.68 1.82 6.52 0.455
C -4.37 0.90 -2.87 -0.786
N -4.11 2.13 -3.81 -0.130
C -4.40 3.44 -3.08 -0.870
C -2.53 2.10 -4.07 -0.912
C -4.79 2.08 -5.17 -0.353
C -6.30 2.28 -5.20 -0.660
O -6.97 1.21 -4.58 -0.522
H -4.23 0.03 -3.51 0.352
H -5.43 1.05 -2.66 0.375
H -3.78 0.90 -1.95 0.373
H -3.87 3.53 -2.13 0.362
H -5.46 3.52 -2.88 0.395
H -4.13 4.28 -3.72 0.378
H -2.00 2.23 -3.13 0.411
H -2.24 2.85 -4.80 0.398
H -2.20 1.11 -4.40 0.385
H -4.51 1.16 -5.68 0.389
H -4.30 2.93 -5.64 0.351
H -6.56 2.25 -6.26 0.332
H -6.73 3.19 -4.77 0.394
H -7.51 1.53 -3.85 0.341
C 0.48 9.66 -0.61 -0.901
N 0.83 9.24 0.85 -0.170
C 2.36 9.30 0.98 -0.865
C 0.27 10.32 1.81 -0.807
C 0.14 7.84 1.16 -0.260
C 0.84 6.64 0.50 -0.841
O 0.90 6.67 -0.87 -0.557
H -0.60 9.75 -0.67 0.365
H 1.21 9.10 -1.20 0.335
H 0.82 10.70 -0.66 0.459
H 2.75 8.44 0.43 0.385
H 2.52 9.14 2.05 0.404
H 2.70 10.26 0.62 0.390
H 0.21 10.01 2.86 0.364
H -0.69 10.68 1.46 0.370
H 0.89 11.20 1.66 0.403
H -0.92 7.74 0.93 0.380
H 0.38 7.75 2.22 0.361
H 0.32 5.69 0.65 0.419
H 1.82 6.44 0.92 0.408
H 1.76 6.81 -1.27 0.361
C 6.92 -4.83 3.09 -0.836
N 7.78 -5.79 2.29 -0.184
C 9.24 -5.76 2.74 -0.828
C 7.23 -7.23 2.39 -0.830
C 7.76 -5.39 0.74 -0.503
C 7.91 -3.90 0.38 -0.712
O 9.09 -3.30 0.82 -0.474
H 7.24 -3.82 2.81 0.342
H 7.00 -5.05 4.15 0.352
H 5.90 -4.93 2.71 0.412
H 9.22 -6.28 3.70 0.400
H 9.51 -4.71 2.81 0.381
H 9.84 -6.25 1.97 0.348
H 7.85 -7.88 1.78 0.352
H 6.21 -7.06 2.07 0.400
H 7.20 -7.51 3.44 0.377
H 6.76 -5.66 0.41 0.357
H 8.45 -6.06 0.22 0.460
H 7.04 -3.33 0.71 0.443
H 7.93 -3.79 -0.70 0.416
H 9.03 -2.44 0.39 0.328
C 5.39 1.75 -4.78 -0.874
N 5.21 1.00 -6.12 -0.184
C 6.52 0.35 -6.64 -0.784
C 4.24 -0.17 -5.75 -0.898
C 4.56 1.99 -7.14 -0.474
C 4.27 1.31 -8.51 -0.574
O 5.49 1.26 -9.18 -0.473
H 6.15 1.18 -4.25 0.353
H 4.42 1.96 -4.33 0.380
H 5.87 2.69 -5.05 0.414
H 7.23 1.03 -7.09 0.360
H 6.26 -0.46 -7.33 0.371
H 7.02 0.02 -5.73 0.350
H 4.47 -0.68 -4.82 0.361
H 4.35 -0.86 -6.59 0.421
H 3.21 0.18 -5.74 0.351
H 5.36 2.73 -7.22 0.410
H 3.64 2.39 -6.71 0.400
H 3.64 1.94 -9.14 0.483
H 3.73 0.37 -8.47 0.262
H 5.26 1.57 -10.06 0.344
```

Values from the calculation:
Net charge: +5
E in eV: -81505.1880
LUMO energy in eV: -8.04
Kohn-Sham gap in eV: 9.81
Energy relative to the best compared isomer or geometry (same formula, charge and spin) in kcal/mol: 32.23
F_max in eV/Å: 3.58

---

[2]
Density functional theory data (ωB97M-V with the def2-TZVPD basis set) for 2 unconnected molecules or ions with the total composition C5H11N.

XYZ file:
```
17
Properties=species:S:1:pos:R:3:nbo_charge:R:1
C 2.03 0.08 -0.33 -0.360
N 1.01 -0.11 0.47 -0.193
C 0.70 -0.06 1.89 -0.220
C -0.18 -0.54 0.81 0.029
C -1.12 1.58 -1.53 -0.860
C -1.00 -1.69 0.37 -0.651
H 1.96 -0.26 -1.36 0.195
H -0.02 1.56 -1.47 0.216
H 2.88 0.63 0.04 0.195
H 0.54 0.93 2.33 0.181
H 1.32 -0.73 2.51 0.167
H -1.53 1.40 -0.54 0.220
H -1.45 0.79 -2.21 0.206
H -1.45 2.55 -1.90 0.211
H -1.96 -1.70 0.91 0.228
H -1.23 -1.61 -0.69 0.228
H -0.52 -2.67 0.54 0.207
```

Values from the calculation:
Net charge: 0
E in eV: -6849.6488
LUMO energy in eV: 0.95
Kohn-Sham gap in eV: 7.86
Energy relative to the best compared isomer or geometry (same formula, charge and spin) in kcal/mol: 89.47
F_max in eV/Å: 0.35

---

[3]
Density functional theory data (ωB97M-V with the def2-TZVPD basis set) for a molecular structure, C17H31AgFNO5 at a distorted geometry.

XYZ file:
```
56
Properties=species:S:1:pos:R:3:mulliken_spin:R:1
Ag -1.86 3.55 -2.10 0.000
F -1.09 1.67 -1.14 0.006
C -1.06 -3.13 1.89 0.073
C -0.15 -1.87 2.07 -0.029
C 1.18 -2.21 2.78 0.027
C 2.23 -2.84 1.92 -0.015
C 2.54 -1.97 0.70 0.008
C 1.29 -1.65 -0.11 -0.001
N 0.19 -1.26 0.79 0.616
O -0.88 -0.79 0.12 0.163
C 1.61 -0.49 -1.06 0.040
C 0.94 -2.88 -0.96 0.072
C -0.85 -0.85 2.96 0.031
H -0.61 -3.90 1.28 0.001
H -1.94 -2.82 1.33 0.000
H -1.37 -3.34 2.91 0.001
H 1.53 -1.25 3.18 -0.005
H 0.98 -2.84 3.65 -0.002
H 1.93 -3.86 1.64 0.001
H 3.12 -3.06 2.52 0.000
H 3.34 -2.44 0.12 -0.001
H 3.03 -1.05 1.03 -0.005
H 1.96 0.39 -0.50 -0.001
H 2.37 -0.74 -1.80 -0.001
H 0.78 -0.08 -1.64 0.001
H 1.50 -2.86 -1.89 0.001
H 1.09 -3.84 -0.46 -0.001
H -0.11 -2.81 -1.27 -0.004
H -1.90 -0.77 2.66 0.000
H -0.40 0.14 2.83 -0.004
H -0.74 -1.06 4.02 0.001
H -0.60 0.12 -0.18 0.026
O 0.14 3.12 -3.49 0.000
C 1.33 3.09 -3.35 0.000
O 1.88 3.30 -2.15 0.000
C 3.32 3.19 -2.24 0.000
C 3.58 2.32 -3.49 0.000
C 2.39 2.76 -4.37 0.000
H 3.74 2.86 -1.30 0.000
H 3.76 4.18 -2.40 0.000
H 3.43 1.28 -3.22 0.000
H 4.52 2.36 -4.04 0.000
H 2.14 1.89 -4.96 0.000
H 2.59 3.62 -5.00 0.000
O -3.48 3.45 -0.39 0.000
C -3.89 2.62 0.36 0.000
O -3.82 2.77 1.70 0.000
C -4.21 1.54 2.32 0.000
C -4.27 0.45 1.27 -0.001
C -4.39 1.25 -0.01 0.000
H -5.24 1.75 2.62 0.000
H -3.64 1.31 3.22 0.000
H -5.11 -0.22 1.50 0.000
H -3.50 -0.33 1.23 0.001
H -5.47 1.34 -0.20 0.000
H -3.85 0.88 -0.88 0.000
```

Values from the calculation:
Spin multiplicity: 2
Net charge: +1
E in eV: -36568.0598
LUMO energy (alpha / beta) in eV: -2.07 / -5.56
Kohn-Sham gap (alpha / beta) in eV: 9.80 / 6.30
Energy relative to the best compared isomer or geometry (same formula, charge and spin) in kcal/mol: 0.00
F_max in eV/Å: 2.07

---

[4]
Density functional theory data (ωB97M-V with the def2-TZVPD basis set) for 2 unconnected molecules or ions with the total composition H5N2PS at a distorted geometry.

XYZ file:
```
9
Properties=species:S:1:pos:R:3:nbo_charge:R:1
N -1.31 0.30 0.01 -0.545
N -1.17 -0.97 0.33 -0.436
P 1.82 -0.86 -0.09 0.172
S 1.46 1.19 0.28 -0.325
H -1.11 0.90 0.78 0.362
H -0.88 0.61 -0.94 0.360
H -1.52 -1.56 -0.50 0.313
H 1.69 -0.68 -1.51 -0.059
H 1.03 1.08 1.65 0.159
```

Values from the calculation:
Net charge: 0
E in eV: -23181.8404
LUMO energy (alpha / beta) in eV: -0.76 / 0.50
Kohn-Sham gap (alpha / beta) in eV: 7.14 / 8.34
Energy relative to the best compared isomer or geometry (same formula, charge and spin) in kcal/mol: 96.94
F_max in eV/Å: 2.45